(1)
C32H82N5O16 | ωB97M-V/def2-TZVPD

The total energy comes out at -2745.05924 a.u. The HOMO energy comes out at -14.89 eV. The largest force on an atom comes out at 3.36 eV/A. For the LUMO energy, the calculation gives -5.30 eV.

```
! RIJCOSX wB97M-V def2-TZVPD def2/J DEFGRID3
* xyz 3 1
C -1.78761 -3.89218 0.22975
O -1.76703 -4.54890 -1.08966
C -0.34154 -4.61617 -1.49437
C -0.24461 -5.38797 -2.77422
N -1.10790 -6.64748 -2.64748
H -0.59902 -7.26267 -2.02852
H -1.90396 -6.39380 -2.00084
C -1.57923 -7.40565 -3.92353
C -3.10701 -7.22804 -3.99641
O -3.62584 -7.55583 -2.80286
C -5.01722 -7.60926 -2.70663
H -1.03371 -3.14233 0.33694
H -1.53544 -4.65114 0.96589
H -2.81619 -3.59334 0.31263
H 0.24323 -5.10696 -0.69035
H 0.00774 -3.56075 -1.63744
H 0.75993 -5.75856 -2.88560
H -0.44473 -4.98028 -3.77094
H -1.33389 -8.44276 -3.77088
H -0.99197 -7.01077 -4.78123
H -3.42870 -7.81507 -4.87249
H -3.34674 -6.18286 -4.27887
H -5.28681 -8.26268 -1.90507
H -5.37433 -8.05666 -3.67395
H -5.46195 -6.63473 -2.48133
C -4.17282 0.50879 0.79936
O -3.85489 1.89211 0.56257
C -3.51066 2.11781 -0.80642
C -3.46000 3.62833 -1.06225
N -4.39016 4.38983 -0.19049
H -5.37556 4.26774 -0.32057
H -4.30827 4.10136 0.79207
C -4.14850 5.87214 -0.06730
C -5.11207 6.43094 0.98302
O -5.14484 5.43414 1.96848
C -6.23785 5.55676 2.90931
H -3.23758 -0.07332 0.65285
H -4.98402 0.22187 0.13991
H -4.60898 0.29261 1.75759
H -4.18130 1.58331 -1.51424
H -2.49344 1.78776 -0.97873
H -3.62760 4.01436 -2.07102
H -2.46605 3.86495 -0.70287
H -4.34274 6.30540 -1.02649
H -3.12430 5.94367 0.22347
H -6.10102 6.64049 0.48628
H -4.73749 7.32020 1.44492
H -7.22594 5.73526 2.43618
H -6.12914 6.33345 3.65288
H -6.26282 4.61071 3.41599
C 1.59511 -7.22589 1.38574
O 1.60647 -5.82517 1.65240
C 2.89372 -5.32009 1.55918
C 2.88214 -3.81537 1.77075
N 2.07240 -3.48531 3.09893
H 1.16919 -3.94579 3.02879
H 2.63023 -3.83518 3.91648
C 1.86589 -2.02938 3.21891
C 1.00683 -1.71332 4.43267
O -0.20793 -2.24051 4.25998
C -1.09085 -1.89195 5.31107
H 0.62818 -7.67695 1.18976
H 1.91746 -7.83048 2.19344
H 2.00437 -7.48896 0.39458
H 3.32467 -5.46500 0.55819
H 3.54522 -5.82282 2.32580
H 2.36857 -3.35618 0.89339
H 3.77722 -3.25768 1.93415
H 1.37247 -1.79532 2.24158
H 2.86410 -1.56088 3.23208
H 0.93127 -0.59582 4.42395
H 1.39454 -1.98400 5.39341
H -1.31579 -0.83961 5.14286
H -0.71692 -2.04750 6.35996
H -1.95987 -2.57094 5.24286
C 4.54758 0.90103 -2.92929
O 3.93837 1.63122 -4.00255
C 2.53474 1.76040 -3.81002
C 2.25590 2.89353 -2.79971
N 2.82337 4.19043 -3.19759
H 3.88661 4.09240 -3.19040
H 2.41158 4.42889 -4.07563
C 2.50930 5.35685 -2.39121
C 1.17439 5.94979 -2.89169
O 1.31166 6.13603 -4.27043
C 0.48234 7.21851 -4.75882
H 5.51861 0.58708 -3.28209
H 3.94026 0.11013 -2.45234
H 4.71480 1.62503 -2.11751
H 2.05233 0.92973 -3.38434
H 2.13101 1.94358 -4.82132
H 2.53923 2.60012 -1.80036
H 1.18238 3.07917 -2.74600
H 3.33241 6.14121 -2.45521
H 2.39501 5.02149 -1.35017
H 0.89185 6.88120 -2.35314
H 0.38226 5.18962 -2.74020
H -0.60917 7.04575 -4.64063
H 0.75426 7.35793 -5.82949
H 0.75457 8.15062 -4.20673
C -1.03118 0.13637 1.96826
O 0.39938 0.42239 2.13741
C 0.56324 1.68698 2.81084
C 2.10902 1.83687 2.88246
N 2.53079 2.07926 1.48083
H 2.30961 1.25017 0.90276
H 2.01478 2.87263 1.08124
C 4.02850 2.30952 1.43203
C 4.93822 1.06008 1.50399
O 4.77869 0.44572 2.75283
C 5.62241 -0.59148 3.07327
H -1.45354 -0.09928 2.96916
H -1.05828 -0.76291 1.33549
H -1.48225 1.01593 1.49778
H 0.11024 1.63587 3.79489
H 0.12330 2.54510 2.29388
H 2.57539 0.89704 3.20026
H 2.42800 2.67318 3.50707
H 4.28686 3.05070 2.21403
H 4.22292 2.68350 0.36222
H 5.90701 1.43730 1.37387
H 4.62315 0.42075 0.66898
H 5.34109 -0.89606 4.09122
H 6.67870 -0.26687 3.06998
H 5.56724 -1.37418 2.36411
O 0.10813 -0.15518 -1.27253
C 1.06177 -0.68528 -0.40346
O 0.75252 -1.81763 0.06767
O 2.06429 0.04578 -0.28780
H 0.33930 0.70581 -1.61264
O -0.90818 4.65506 0.58515
C -0.01786 3.89339 -0.08195
O 1.23092 4.01287 0.06739
O -0.48795 2.93714 -0.67799
H -0.32797 5.30400 1.06633
*
```

(2)
C32H83N5O12 | ωB97M-V/def2-TZVPD

The total energy comes out at -2445.21832 a.u. The HOMO energy comes out at -8.31 eV. The largest force on an atom comes out at 3.26 eV/A. For the LUMO energy, the calculation gives 0.45 eV. The SMILES is COCCNCCOC.COCCNCCOC.COCCNCCOC.COCCNCCOC.COCCNCCOC.CO.CO.

```
! RIJCOSX wB97M-V def2-TZVPD def2/J DEFGRID3
* xyz 0 1
C 2.90655 0.53530 2.42794
O 3.94335 0.16916 1.52169
H 2.91044 1.61641 2.28904
H 1.94747 0.20756 2.02689
H 3.20015 0.12103 3.39245
H 3.62473 0.52614 0.68943
C -4.99713 1.05140 -4.85843
O -6.32999 1.59232 -4.98487
H -4.63980 0.68134 -5.81940
H -4.23500 1.78668 -4.60033
H -4.92800 0.23866 -4.13539
H -6.44828 2.40427 -4.48653
C -6.25197 -2.43450 2.39277
O -5.10564 -1.65798 2.07601
C -5.02041 -1.04134 0.77752
C -4.85618 -2.09105 -0.33172
N -3.47224 -2.55594 -0.45356
C -3.45250 -3.70123 -1.50982
C -2.04316 -4.37291 -1.49670
O -2.03236 -5.22304 -0.34854
C -1.72126 -6.54317 -0.45537
H -6.24712 -3.38399 1.85747
H -7.20289 -1.90652 2.32162
H -6.26250 -2.61257 3.46808
H -4.16523 -0.36578 0.75838
H -5.93297 -0.44529 0.76887
H -5.14789 -1.53952 -1.22550
H -5.51789 -2.95421 -0.25957
H -3.40995 -3.00763 0.44765
H -3.71076 -3.27159 -2.47771
H -4.29184 -4.36797 -1.31221
H -1.21107 -3.67111 -1.55323
H -1.97685 -4.99538 -2.38902
H -2.60905 -7.00169 -0.89093
H -1.56487 -6.91147 0.55853
H -0.75447 -6.73531 -0.92064
C -2.29281 0.27231 -1.77408
O -0.88356 0.58771 -1.79362
C -0.03921 -0.18803 -0.98404
C 1.38861 0.40504 -1.06495
N 1.45220 1.72431 -0.41325
C 2.64347 2.47269 -0.63343
C 2.91637 2.93971 -2.03339
O 3.63285 1.78288 -2.52198
C 4.23929 1.92175 -3.75040
H -2.94883 0.99590 -2.25798
H -2.57122 0.37511 -0.72526
H -2.39421 -0.73658 -2.17402
H -0.08839 -1.22974 -1.30108
H -0.33558 -0.03781 0.05408
H 1.72984 0.43334 -2.09977
H 2.00843 -0.24137 -0.44358
H 0.73164 2.31023 -0.81023
H 3.49934 2.02575 -0.12764
H 2.32076 3.41112 -0.18255
H 3.57442 3.80865 -2.03221
H 2.09085 3.08041 -2.73111
H 4.93197 2.75859 -3.66104
H 3.49955 1.95488 -4.55026
H 4.74022 0.96047 -3.86499
C 3.30393 -1.96058 -2.55168
O 3.51951 -2.78085 -1.37289
C 4.90354 -3.15371 -1.21042
C 4.92056 -4.11204 0.12937
N 4.71449 -5.55101 -0.24093
C 3.67496 -5.80833 -1.21590
C 3.43766 -7.30628 -1.47675
O 3.00160 -7.94202 -0.27143
C 2.32812 -9.21053 -0.46750
H 3.59188 -0.90953 -2.53035
H 2.21447 -1.95804 -2.58574
H 3.73797 -2.33830 -3.47744
H 5.57374 -2.30373 -1.08207
H 5.29703 -3.72381 -2.05199
H 4.09715 -3.69784 0.71121
H 5.89718 -3.96055 0.58911
H 4.44529 -6.10890 0.55681
H 3.82639 -5.44443 -2.23214
H 2.75344 -5.42216 -0.78027
H 4.35735 -7.78268 -1.81632
H 2.68605 -7.19671 -2.25852
H 1.36044 -8.78078 -0.20864
H 2.59683 -9.93368 0.30253
H 2.45595 -9.51150 -1.50730
C -2.85347 2.78968 2.39104
O -1.59372 3.42492 2.44285
C -0.56080 2.69934 3.01484
C -0.66792 2.45029 4.52868
N -1.40410 1.24008 4.95841
C -1.00252 -0.03005 4.40687
C -1.94026 -1.03788 4.93985
O -1.75375 -1.10766 6.32851
C -2.24716 -2.25333 7.11283
H -3.52576 3.09803 1.59039
H -3.53541 2.96947 3.22215
H -2.80448 1.71683 2.20479
H 0.27188 3.35565 2.76187
H -0.39597 1.80783 2.40974
H -1.00278 3.25871 5.17865
H 0.35857 2.19691 4.79364
H -1.28541 1.25758 5.96126
H 0.04800 -0.16066 4.66658
H -1.09403 0.13261 3.33297
H -1.92364 -2.02539 4.47870
H -2.93381 -0.60362 4.82861
H -3.07600 -1.94651 7.75080
H -1.51067 -2.59964 7.83792
H -2.66339 -3.06606 6.51757
C -1.01471 3.48727 -3.00152
O -0.32710 4.35509 -2.16768
C -1.20714 5.12475 -1.31663
C -0.40721 5.64728 -0.05730
N 0.62783 6.57854 -0.46070
C 1.66423 6.56318 0.59040
C 2.62817 7.77994 0.35287
O 3.48981 7.58688 -0.76400
C 4.12093 8.75288 -1.33963
H -1.27296 4.03790 -3.90607
H -2.04699 3.20958 -2.78845
H -0.47620 2.56519 -3.22036
H -2.03900 4.50898 -0.97471
H -1.52633 5.88106 -2.03372
H -0.02381 4.75432 0.43640
H -1.08249 6.16454 0.62426
H 0.87127 6.38541 -1.42170
H 2.27642 5.66953 0.71172
H 1.19962 6.73753 1.56089
H 3.12868 7.81986 1.32034
H 1.99235 8.65291 0.20534
H 3.70326 9.08362 -2.29055
H 5.17969 8.56202 -1.51492
H 4.10334 9.49619 -0.54258
*
```

Calculated gap between HOMO and LUMO (eV), listed in the same order as above: 9.59, 8.76
Calculated ΔE to the lowest compared entry with this formula, charge and spin (kcal/mol), listed in the same order as above: 0.0, 115.9
Calculated M (g/mol), listed in the same order as above: 793.03, 730.04